Entry 1:
Formula: C30H36O16
Source: the Open Molecules 2025 dataset
Level of theory: ωB97M-V/def2-TZVPD

Values from the calculation:
energy above the lowest of the compared OMol25 structures with the same formula, charge and spin	3.310	eV
Kohn-Sham gap	6.4774	eV
structure (SMILES)	O=C1C=C(O)C(=O)C=C1O.O=C1C=C(O)C(=O)C=C1O.O=C1C=C(O)C(=O)C=C1O.CC(C)=O.CC(C)=O.CC(C)=O.CC(C)=O
E_HOMO	-8.9	eV
total energy	-2368.03703	Ha

Geometry as ORCA input:
```
! wB97M-V def2-TZVPD RIJCOSX def2/J DEFGRID3
* xyz 0 1
O 0.413 -0.603 2.231
C 0.969 -0.608 1.047
C 1.026 0.674 0.313
C 1.837 0.792 -0.894
O 2.422 1.974 -1.255
C 2.436 -0.332 -1.583
O 3.015 -0.282 -2.659
C 2.584 -1.460 -0.831
C 1.833 -1.695 0.570
O 1.986 -2.838 1.318
H 0.702 1.422 0.990
H 1.929 2.670 -1.075
H 3.230 -2.262 -1.136
H 1.366 -2.766 2.085
O -3.257 -3.031 3.009
C -2.745 -3.377 4.007
C -3.372 -3.278 5.348
C -2.719 -3.814 6.677
O -3.033 -3.336 7.893
C -1.401 -4.502 6.645
O -0.827 -4.931 7.662
C -0.857 -4.510 5.294
C -1.452 -3.968 4.013
O -0.835 -4.121 2.688
H -4.291 -2.813 5.551
H -3.758 -2.654 7.914
H 0.220 -4.883 5.435
H -1.363 -3.845 1.979
O -1.743 -3.859 -5.495
C -1.726 -3.387 -4.368
C -2.844 -2.782 -3.815
C -2.713 -2.155 -2.386
O -3.733 -1.305 -1.937
C -1.552 -2.204 -1.571
O -1.408 -1.892 -0.428
C -0.436 -2.893 -2.175
C -0.525 -3.477 -3.578
O 0.657 -3.945 -4.178
H -3.781 -2.547 -4.360
H -4.347 -1.036 -2.577
H 0.518 -3.105 -1.548
H 0.399 -4.377 -5.057
C 2.206 5.966 2.006
C 1.301 4.800 1.531
C 0.244 4.540 2.553
O 1.235 4.435 0.419
H 1.764 6.393 2.759
H 2.590 6.561 1.223
H 3.271 5.665 2.415
H -0.235 3.552 2.512
H -0.316 5.377 2.569
H 0.751 4.640 3.498
C -0.376 0.643 -3.890
C 0.039 0.158 -5.322
C 1.551 -0.130 -5.511
O -0.781 -0.198 -6.163
H -0.062 0.026 -2.993
H -1.489 0.760 -3.820
H 0.152 1.634 -3.733
H 2.120 0.681 -5.001
H 1.896 -0.037 -6.575
H 1.789 -1.101 -4.926
C 4.209 2.470 -4.544
C 3.137 3.594 -4.189
C 3.493 4.815 -3.461
O 1.889 3.487 -4.553
H 4.181 2.031 -5.440
H 4.435 1.838 -3.592
H 4.963 2.959 -4.592
H 2.717 5.390 -2.943
H 3.973 5.454 -4.109
H 4.137 4.780 -2.644
C -2.816 0.471 2.377
C -2.598 1.221 3.642
C -2.939 0.496 4.971
O -2.298 2.440 3.652
H -2.712 -0.688 2.501
H -1.840 0.608 1.913
H -3.481 0.801 1.812
H -3.910 -0.083 4.909
H -2.843 1.196 5.922
H -2.143 -0.306 5.016
*
```


Entry 2:
Formula: H6NS2
Source: the Open Molecules 2025 dataset
Level of theory: ωB97M-V/def2-TZVPD

Values from the calculation:
energy above the lowest of the compared OMol25 structures with the same formula, charge and spin	0.452	eV
Kohn-Sham gap	9.1457	eV
E_HOMO	-13.3	eV
total energy	-854.44952	Ha

Geometry as ORCA input:
```
! wB97M-V def2-TZVPD RIJCOSX def2/J DEFGRID3
* xyz 1 1
N 1.069 -0.772 1.073
H 1.001 -1.628 1.610
H 1.431 0.047 1.569
H 1.728 -0.964 0.324
H 0.118 -0.508 0.728
S -1.591 0.221 -0.315
S -0.253 1.089 -1.734
H -2.375 1.290 -0.509
H -1.129 1.226 -2.745
*
```


Entry 3:
Formula: C26H74N4O9
Source: the Open Molecules 2025 dataset
Level of theory: ωB97M-V/def2-TZVPD

Values from the calculation:
energy above the lowest of the compared OMol25 structures with the same formula, charge and spin	3.403	eV
Kohn-Sham gap (spin up / spin down)	8.6051 / 3.2048	eV
E_HOMO (spin up / spin down)	-11.1 / -11.1	eV
total energy	-1930.59809	Ha

Geometry as ORCA input:
```
! wB97M-V def2-TZVPD RIJCOSX def2/J DEFGRID3
* xyz 1 2
C 19.697 -5.596 2.445
C 21.153 -5.335 2.090
O 21.294 -4.081 1.636
H 18.956 -5.476 1.654
H 19.321 -5.081 3.329
H 19.504 -6.608 2.800
H 21.447 -6.063 1.335
H 21.734 -5.421 3.009
H 21.006 -3.544 2.378
C 13.668 -7.189 3.375
C 12.398 -6.646 2.686
O 12.147 -7.414 1.548
H 14.550 -7.070 2.746
H 13.519 -8.217 3.708
H 13.785 -6.622 4.299
H 12.326 -5.577 2.486
H 11.503 -6.790 3.292
H 11.259 -7.187 1.262
C 17.053 -8.045 -1.260
C 16.756 -8.237 -2.758
O 16.818 -6.975 -3.388
H 17.997 -7.543 -1.050
H 16.983 -9.044 -0.828
H 16.268 -7.508 -0.728
H 15.745 -8.594 -2.955
H 17.540 -8.907 -3.111
H 15.970 -6.564 -3.202
C 22.539 -8.392 8.315
C 21.493 -7.734 7.352
O 21.759 -6.362 7.304
H 22.391 -8.187 9.376
H 23.581 -8.112 8.164
H 22.380 -9.470 8.299
H 20.518 -8.051 7.724
H 21.613 -8.071 6.322
H 21.300 -5.990 8.061
C 17.990 -4.264 8.705
C 18.181 -5.684 8.369
O 17.191 -6.197 7.466
H 16.995 -3.965 9.034
H 18.192 -3.630 7.842
H 18.690 -3.921 9.467
H 18.128 -6.267 9.289
H 19.172 -5.782 7.924
H 16.471 -6.431 8.056
C 18.585 -10.777 11.423
C 17.471 -9.859 10.879
C 16.047 -10.047 11.506
O 15.029 -9.378 10.730
C 13.679 -9.906 10.731
N 17.886 -8.510 11.191
H 18.272 -11.820 11.458
H 18.845 -10.514 12.449
H 19.458 -10.842 10.773
H 17.426 -10.020 9.802
H 16.003 -9.758 12.556
H 15.860 -11.119 11.441
H 13.538 -10.904 11.145
H 13.319 -10.102 9.721
H 13.014 -9.167 11.179
H 18.761 -8.392 10.700
H 17.255 -7.771 10.916
C 21.738 -13.088 5.123
C 21.909 -13.619 3.695
C 21.860 -12.520 2.589
O 20.741 -11.630 2.595
C 20.438 -11.343 1.304
N 23.202 -14.345 3.694
H 20.782 -12.567 5.190
H 22.473 -12.324 5.374
H 21.823 -13.711 6.013
H 21.020 -14.245 3.622
H 22.200 -12.932 1.639
H 22.678 -11.850 2.853
H 20.269 -12.196 0.647
H 20.876 -10.403 0.968
H 19.381 -11.122 1.451
H 23.577 -14.284 2.758
H 23.868 -13.741 4.153
C 17.267 -10.753 5.474
C 17.972 -9.494 5.911
C 18.197 -8.311 4.858
O 18.578 -8.765 3.634
C 17.550 -9.061 2.695
N 17.215 -9.056 7.038
H 16.210 -10.534 5.322
H 17.450 -11.546 6.199
H 17.785 -11.105 4.582
H 18.969 -9.825 6.200
H 19.122 -7.803 5.130
H 17.392 -7.576 4.819
H 16.856 -9.797 3.100
H 18.070 -9.459 1.823
H 16.938 -8.194 2.446
H 16.308 -8.721 6.747
H 17.525 -8.174 7.421
C 17.073 -13.439 9.407
C 17.967 -14.594 8.980
C 18.637 -14.367 7.568
O 19.527 -15.377 7.132
C 18.924 -16.609 6.721
N 18.890 -15.030 9.967
H 17.520 -12.486 9.124
H 16.954 -13.523 10.487
H 16.040 -13.452 9.061
H 17.325 -15.459 8.811
H 19.404 -13.592 7.581
H 17.850 -14.188 6.835
H 18.543 -17.127 7.602
H 19.597 -17.360 6.307
H 18.110 -16.579 5.997
H 19.445 -15.810 9.647
H 19.583 -14.306 10.092
*
```


Entry 4:
Formula: C4H3FHgO5
Source: the Open Molecules 2025 dataset
Level of theory: ωB97M-V/def2-TZVPD

Values from the calculation:
energy above the lowest of the compared OMol25 structures with the same formula, charge and spin	1.522	eV
Kohn-Sham gap	8.2753	eV
E_HOMO	-10.2	eV
total energy	-783.58634	Ha

Geometry as ORCA input:
```
! wB97M-V def2-TZVPD RIJCOSX def2/J DEFGRID3
* xyz 0 1
C -1.276 -0.344 -0.309
C -0.414 -1.175 0.645
F -2.449 -0.016 0.323
H -1.518 -0.868 -1.242
H -0.217 -0.594 1.555
H -1.008 -2.054 0.926
O 0.772 -1.651 0.050
C 1.917 -0.863 -0.066
O 2.854 -1.451 -0.571
O 0.117 2.225 0.802
Hg 1.809 1.256 0.298
O 0.249 2.670 -1.346
O -0.565 0.776 -0.671
C -0.273 2.088 -0.395
*
```


Entry 5:
Formula: C36H71BrClF3N8O8P2S2
Source: the Open Molecules 2025 dataset
Level of theory: ωB97M-V/def2-TZVPD

Values from the calculation:
Kohn-Sham gap	7.0828	eV
structure (SMILES)	[H]/N=C(/C)C[C@]1(CCO)[C@@H]([C@H](Br)CC)[C@@H](c2cccnc2)OS(=O)(=O)[C@]1(CCCCS(=O)(=O)Cl)CCC(F)(F)F.CN(C)P(=O)(N(C)C)N(C)C.CN(C)P(=O)(N(C)C)N(C)C
E_HOMO	-8.1	eV
total energy	-7266.61361	Ha

Geometry as ORCA input:
```
! wB97M-V def2-TZVPD RIJCOSX def2/J DEFGRID3
* xyz 0 1
H -0.996 -1.506 -2.326
N -0.587 -1.498 -3.288
C -0.005 -0.311 -3.394
C 0.684 0.001 -4.837
C 0.029 0.829 -2.277
C 1.000 0.594 -0.980
C 1.778 -0.795 -1.118
C 2.836 -0.984 -2.293
O 2.493 -2.256 -2.964
C -0.088 0.471 0.268
C 0.458 -0.288 1.552
Br -0.072 -2.249 1.382
C -0.072 0.055 3.006
C 0.366 1.428 3.685
C -0.923 1.818 0.507
C -2.313 1.599 1.321
C -2.789 2.675 2.367
C -4.136 2.392 3.110
C -4.852 1.044 2.757
N -4.443 0.058 1.814
C -3.231 0.367 1.131
O -0.145 2.946 1.014
S 0.886 3.342 -0.257
O 0.202 3.958 -1.463
O 1.682 4.513 0.315
C 2.005 1.889 -0.740
C 2.976 1.771 0.512
C 4.190 0.767 0.542
C 4.385 0.159 2.052
C 5.129 -1.259 1.965
S 4.221 -2.673 2.740
O 3.211 -2.276 3.775
O 5.288 -3.592 3.315
Cl 3.393 -3.756 1.135
C 2.858 2.269 -2.035
C 3.366 3.760 -2.225
C 4.732 4.155 -1.485
F 5.367 5.124 -2.353
F 5.673 3.104 -1.369
F 4.540 4.878 -0.264
H 0.702 1.123 -5.063
H 1.697 -0.515 -4.939
H -0.032 -0.484 -5.617
H 0.243 1.811 -2.822
H -1.093 0.873 -1.992
H 2.353 -1.125 -0.167
H 0.976 -1.621 -1.231
H 3.927 -1.104 -1.987
H 2.802 -0.207 -3.131
H 3.221 -2.898 -2.814
H -0.870 -0.254 -0.190
H 1.609 -0.341 1.650
H 0.351 -0.779 3.693
H -1.215 -0.052 3.154
H 0.869 1.268 4.713
H -0.590 2.040 3.915
H 1.049 2.114 3.092
H -1.378 2.261 -0.467
H -2.231 3.641 2.580
H -4.612 3.090 3.872
H -5.827 0.825 3.333
H -2.890 -0.395 0.335
H 3.472 2.813 0.645
H 2.383 1.648 1.499
H 5.185 1.332 0.360
H 4.216 -0.122 -0.152
H 5.116 0.872 2.595
H 3.426 0.170 2.666
H 5.405 -1.578 0.889
H 6.145 -1.179 2.512
H 3.801 1.594 -2.017
H 2.355 1.978 -3.036
H 2.618 4.600 -2.049
H 3.630 3.851 -3.352
C -3.995 0.552 8.911
N -3.647 1.369 7.761
C -3.996 0.657 6.529
P -2.338 2.491 7.591
O -3.169 3.418 6.685
N -2.387 3.605 8.920
C -2.969 3.318 10.219
C -2.647 5.013 8.607
N -1.302 1.440 8.580
C -0.049 2.108 9.022
C -0.832 0.246 7.837
H -3.303 -0.279 9.084
H -4.991 0.113 8.785
H -4.074 1.120 9.833
H -3.243 -0.094 6.265
H -4.084 1.339 5.682
H -4.962 0.150 6.608
H -4.064 3.289 10.179
H -2.688 4.086 10.950
H -2.586 2.388 10.644
H -3.709 5.193 8.415
H -2.073 5.336 7.736
H -2.338 5.666 9.430
H 0.522 2.483 8.166
H 0.580 1.414 9.587
H -0.230 2.943 9.698
H -0.366 0.526 6.887
H -1.640 -0.454 7.626
H -0.109 -0.325 8.425
C -0.779 -6.035 -7.737
N -0.453 -4.688 -7.299
C -0.679 -4.567 -5.855
P -0.622 -3.202 -8.166
O 0.640 -2.634 -7.495
N 0.175 -3.378 -9.697
C 0.380 -4.641 -10.384
C 1.345 -2.531 -9.946
N -2.105 -3.827 -8.920
C -2.561 -3.005 -10.073
C -3.261 -3.816 -7.992
H -1.856 -6.229 -7.795
H -0.362 -6.776 -7.047
H -0.340 -6.293 -8.696
H -1.739 -4.421 -5.619
H -0.132 -3.718 -5.439
H -0.334 -5.450 -5.309
H 1.145 -5.252 -9.894
H 0.705 -4.473 -11.418
H -0.547 -5.209 -10.482
H 2.235 -2.916 -9.437
H 1.167 -1.506 -9.616
H 1.570 -2.469 -11.016
H -2.712 -1.961 -9.779
H -3.500 -3.395 -10.478
H -1.862 -3.022 -10.908
H -3.399 -2.829 -7.540
H -3.153 -4.546 -7.190
H -4.183 -4.096 -8.508
*
```


Entry 6:
Formula: C5H10O
Source: the Open Molecules 2025 dataset
Level of theory: ωB97M-V/def2-TZVPD

Values from the calculation:
energy above the lowest of the compared OMol25 structures with the same formula, charge and spin	1.351	eV
Kohn-Sham gap	11.3492	eV
structure (SMILES)	CC(C)[C@H]1CO1
E_HOMO	-10.2	eV
total energy	-271.70297	Ha

Geometry as ORCA input:
```
! wB97M-V def2-TZVPD RIJCOSX def2/J DEFGRID3
* xyz 0 1
C -0.551 1.325 -1.088
C -0.404 0.280 0.022
C -1.395 -0.873 -0.152
C 1.034 -0.229 0.087
C 1.726 -0.437 1.359
O 1.249 -1.537 0.604
H 0.246 2.077 -1.049
H -1.508 1.852 -1.015
H -0.512 0.846 -2.074
H -0.618 0.772 0.982
H -2.406 -0.556 0.123
H -1.111 -1.724 0.472
H -1.418 -1.219 -1.193
H 1.665 0.003 -0.773
H 2.808 -0.336 1.403
H 1.197 -0.243 2.293
*
```


Entry 7:
Formula: C27H33Br2IOS5Y
Source: the Open Molecules 2025 dataset
Level of theory: ωB97M-V/def2-TZVPD

Values from the calculation:
Kohn-Sham gap	6.3827	eV
E_HOMO	-4.3	eV
total energy	-8599.09241	Ha

Geometry as ORCA input:
```
! wB97M-V def2-TZVPD RIJCOSX def2/J DEFGRID3
* xyz -1 1
Y 0.028 -0.200 -0.107
S 6.348 3.512 0.617
C 4.983 2.714 0.116
S 3.452 3.468 -0.091
C 2.528 2.051 -0.522
C 3.220 0.885 -0.523
S 2.605 -0.702 -0.936
S 4.905 1.008 -0.089
S 0.835 2.272 -0.909
C -7.745 1.549 0.252
C -7.453 0.051 0.190
C -7.908 -0.580 1.513
C -8.267 -0.552 -0.963
C -5.970 -0.230 -0.028
C -5.025 0.769 -0.168
C -3.695 0.432 -0.356
Br -2.419 1.822 -0.516
C -3.213 -0.883 -0.414
O -1.923 -1.116 -0.600
C -4.194 -1.911 -0.275
C -5.516 -1.547 -0.091
C -3.813 -3.380 -0.361
C -3.277 -3.654 -1.770
C -5.017 -4.296 -0.148
C -2.788 -3.745 0.720
H -8.811 1.706 0.420
H -7.478 2.052 -0.677
H -7.206 2.031 1.066
H -8.969 -0.389 1.679
H -7.349 -0.166 2.351
H -7.758 -1.658 1.515
H -9.331 -0.361 -0.819
H -8.125 -1.629 -1.027
H -7.965 -0.119 -1.916
H -5.294 1.812 -0.129
H -6.249 -2.335 0.015
H -4.076 -3.542 -2.504
H -2.884 -4.668 -1.842
H -2.487 -2.957 -2.026
H -5.788 -4.149 -0.905
H -5.466 -4.154 0.835
H -4.686 -5.333 -0.215
H -1.863 -3.189 0.615
H -2.554 -4.808 0.658
H -3.196 -3.547 1.714
C 1.573 -1.193 4.247
C 1.363 -1.268 2.733
C 1.067 -2.710 2.327
C 0.250 -0.337 2.232
H 2.355 -1.875 4.584
H 0.649 -1.457 4.765
H 1.845 -0.184 4.555
H 2.305 -0.977 2.245
H 0.100 -3.029 2.726
H 1.827 -3.409 2.687
H 1.023 -2.827 1.240
H 0.434 0.689 2.594
H -0.700 -0.644 2.706
Br 0.425 -5.946 0.732
C 2.057 -5.397 -0.044
C 3.222 -5.996 0.414
C 4.442 -5.632 -0.122
C 4.502 -4.671 -1.121
C 3.340 -4.072 -1.575
C 2.107 -4.426 -1.031
I 0.398 -3.452 -1.712
H 3.161 -6.741 1.192
H 5.345 -6.094 0.249
H 5.450 -4.374 -1.542
H 3.386 -3.306 -2.333
*
```


Entry 8:
Formula: C4H11AlCl2NdO4
Source: the Open Molecules 2025 dataset
Level of theory: ωB97M-V/def2-TZVPD

Values from the calculation:
energy above the lowest of the compared OMol25 structures with the same formula, charge and spin	0.062	eV
Kohn-Sham gap (spin up / spin down)	5.9876 / 5.9947	eV
E_HOMO (spin up / spin down)	-4.1 / -4.1	eV
total energy	-2183.98710	Ha

Geometry as ORCA input:
```
! wB97M-V def2-TZVPD RIJCOSX def2/J DEFGRID3
* xyz -1 4
Al 1.135 -0.301 -2.470
Cl 2.497 -1.921 -2.857
C 1.980 1.233 -3.442
C -0.633 -0.810 -3.239
H 1.550 1.332 -4.453
H 1.856 2.202 -2.931
H 3.062 1.060 -3.557
H -0.981 -0.039 -3.943
H -1.412 -0.931 -2.474
H -0.553 -1.754 -3.795
Nd -0.259 -1.028 1.222
C -2.528 -0.969 0.499
C 0.870 0.189 -0.392
H -2.806 -0.220 -0.257
H -2.876 -1.953 0.131
H -3.075 -0.728 1.435
H 0.320 1.166 -0.345
H 1.893 0.465 -0.044
O 1.303 0.191 2.727
Cl 0.003 0.658 3.289
O -0.728 -0.600 3.632
O 0.145 1.560 4.359
O -0.742 1.209 2.114
*
```


Entry 9:
Formula: C4H10N4
Source: the Open Molecules 2025 dataset
Level of theory: ωB97M-V/def2-TZVPD

Values from the calculation:
energy above the lowest of the compared OMol25 structures with the same formula, charge and spin	2.440	eV
Kohn-Sham gap	8.1890	eV
E_HOMO	-16.2	eV
total energy	-376.71364	Ha

Geometry as ORCA input:
```
! wB97M-V def2-TZVPD RIJCOSX def2/J DEFGRID3
* xyz 2 1
C 0.609 -1.175 0.203
C -2.960 0.495 -0.167
C 2.575 0.101 0.226
C 0.302 0.013 -0.429
N 1.902 -1.120 0.655
N -3.105 -0.664 0.315
N -2.826 1.579 -0.602
N 1.496 0.941 -0.358
H 0.083 -1.999 0.457
H 3.047 0.630 0.983
H 3.300 -0.164 -0.610
H -0.599 0.337 -0.862
H -3.358 -1.589 -0.182
H -2.628 -0.984 1.203
H 2.440 -1.888 1.017
H -3.456 2.323 -0.961
H 1.460 1.672 0.402
H 1.716 1.492 -1.291
*
```


Entry 10:
Formula: O2
Source: the Open Molecules 2025 dataset
Level of theory: ωB97M-V/def2-TZVPD

Values from the calculation:
energy above the lowest of the compared OMol25 structures with the same formula, charge and spin	0.010	eV
Kohn-Sham gap	7.8714	eV
structure (SMILES)	O=O
E_HOMO	-10.1	eV
total energy	-150.29624	Ha

Geometry as ORCA input:
```
! wB97M-V def2-TZVPD RIJCOSX def2/J DEFGRID3
* xyz 0 1
O 0.457 0.268 0.294
O -0.457 -0.268 -0.294
*
```


| no. | maximum force (eV Å⁻¹) |
| --- | --- |
| 1 | 11.6 |
| 2 | 1.6 |
| 3 | 4.0 |
| 4 | 4.8 |
| 5 | 9.1 |
| 6 | 0.4 |
| 7 | 0.5 |
| 8 | 3.4 |
| 9 | 5.9 |
| 10 | 1.3 |